Computed, not measured: 2 unconnected molecules or ions with the total composition C2H8N3 at a distorted geometry, with the ωB97M-V functional and the def2-TZVPD basis.

```
13
Properties=species:S:1:pos:R:3:forces:R:3
C 0.120740 1.199201 0.027478 0.6 0.9 2.4
C -0.409161 -0.113844 0.369170 -2.1 -0.3 -1.4
N 0.430316 0.109346 -0.749951 1.6 -2.9 -1.8
N 2.408951 -0.531863 0.201035 -1.9 -0.4 0.2
N -1.840453 -0.508126 -0.088515 2.1 -0.7 -1.0
H -0.557323 1.912787 -0.388900 0.1 1.0 -0.1
H 1.023161 1.393959 0.628607 -1.0 1.2 0.1
H -0.387028 -0.812932 1.124110 2.0 -0.8 2.1
H 2.945515 0.312913 0.082333 0.5 0.4 -0.6
H 2.614621 -1.190306 -0.547508 0.4 0.2 -0.2
H -2.451027 -0.266142 0.650528 -1.3 -0.2 0.9
H -1.834496 -1.503807 -0.409184 -0.3 0.7 0.9
H -2.063821 -0.001187 -0.899199 -0.7 1.1 -1.5
```
Positions in Å, forces in eV/Å.

Values from the calculation:
Gap between HOMO and LUMO (alpha / beta) in eV: 9.23 / 10.22
E_HOMO (alpha / beta) in Ha: -0.5399 / -0.5365
Total charge: +1
Relative energy (zero: lowest compared OMol25 entry of this formula, charge and spin) in kJ/mol: 660.11